The following is a quantum chemistry calculation of a 11-piece molecular cluster, C29H76O15 overall, from the Open Molecules 2025 dataset.

Values from the calculation:
charge = 0
SMILES = C1CCOC1.C1CCOC1.COCCOC.COCCOC.COCCOC.COCCOC.CO.CO.CO.CO.CO
LUMO = 0.486 eV
gap between HOMO and LUMO = 9.803 eV
HOMO energy = -9.3175 eV

Each atom is followed by the atoms it is bonded to, with distances in Å.
Geometry (Å):
1 C 1.2588 -0.2046 1.0703  C2 1.530, C5 1.542, H6 1.087, H7 1.089
2 C 0.4150 0.8214 1.8299  C1 1.530, C3 1.545, H8 1.089, H9 1.089
3 C -0.9855 0.7066 1.1879  C2 1.545, O4 1.428, H10 1.086, H11 1.098
4 O -0.8120 0.1139 -0.0995  C3 1.428, C5 1.426
5 C 0.3398 -0.7264 -0.0530  C1 1.542, O4 1.426, H12 1.089, H13 1.102
6 H 1.4959 -1.0639 1.6928  C1 1.087
7 H 2.1872 0.2005 0.6718  C1 1.089
8 H 0.7850 1.8338 1.6726  C2 1.089
9 H 0.4411 0.5890 2.8936  C2 1.089
10 H -1.4931 1.6610 1.0800  C3 1.086
11 H -1.6024 0.0184 1.7815  C3 1.098
12 H 0.8228 -0.8174 -1.0249  C5 1.089
13 H -0.0036 -1.7322 0.2377  C5 1.102
14 C 1.1384 4.0371 -2.1877  C15 1.534, C18 1.536, H19 1.089, H20 1.091
15 C 1.0469 2.8828 -1.1816  C14 1.534, C16 1.537, H21 1.088, H22 1.092
16 C 2.3678 3.1249 -0.4332  C15 1.537, O17 1.420, H23 1.089, H24 1.100
17 O 3.3228 3.4567 -1.4297  C16 1.420, C18 1.426
18 C 2.6372 4.0661 -2.5209  C14 1.536, O17 1.426, H25 1.093, H26 1.091
19 H 0.8208 4.9606 -1.7053  C14 1.089
20 H 0.5419 3.8427 -3.0802  C14 1.091
21 H 0.9978 1.9056 -1.6570  C15 1.088
22 H 0.2246 2.9704 -0.4684  C15 1.092
23 H 2.6856 2.2871 0.1865  C16 1.089
24 H 2.2484 3.9850 0.2416  C16 1.100
25 H 2.8545 3.4479 -3.3954  C18 1.093
26 H 2.9833 5.0881 -2.6801  C18 1.091
27 C 2.5314 4.3696 3.1260  O28 1.400, H33 1.097, H34 1.097, H35 1.089
28 O 2.7895 3.0020 2.9697  C27 1.400, C29 1.400
29 C 3.4859 2.4284 4.0399  O28 1.400, C30 1.500, H36 1.099, H37 1.105
30 C 3.8225 1.0091 3.6897  C29 1.500, O31 1.400, H38 1.100, H39 1.100
31 O 4.7931 1.0673 2.6827  C30 1.400, C32 1.409
32 C 4.9984 -0.1536 2.0103  O31 1.409, H40 1.097, H41 1.086, H42 1.094
33 H 3.4470 4.9484 2.9502  C27 1.097
34 H 2.1253 4.6235 4.1133  C27 1.097
35 H 1.7928 4.6547 2.3786  C27 1.089
36 H 2.9243 2.5042 4.9818  C29 1.099
37 H 4.4431 2.9569 4.1979  C29 1.105
38 H 2.9105 0.5066 3.3353  C30 1.100
39 H 4.2156 0.5037 4.5837  C30 1.100
40 H 5.3988 -0.9276 2.6770  C32 1.097
41 H 5.7225 0.0664 1.2312  C32 1.086
42 H 4.0448 -0.4902 1.5924  C32 1.094
43 C -3.7272 0.4445 -5.9923  O44 1.401, H49 1.098, H50 1.091, H51 1.097
44 O -2.5137 0.0028 -5.4478  C43 1.401, C45 1.417
45 C -2.1453 0.7784 -4.3204  O44 1.417, C46 1.493, H52 1.099, H53 1.096
46 C -0.8080 0.3286 -3.8311  C45 1.493, O47 1.419, H54 1.094, H55 1.099
47 O 0.1596 0.6258 -4.8259  C46 1.419, C48 1.399
48 C 1.4650 0.5074 -4.3377  O47 1.399, H56 1.104, H57 1.089, H58 1.097
49 H -4.5254 0.4737 -5.2384  C43 1.098
50 H -4.0118 -0.2584 -6.7760  C43 1.091
51 H -3.6263 1.4412 -6.4403  C43 1.097
52 H -2.9177 0.6283 -3.5536  C45 1.099
53 H -2.1018 1.8405 -4.5888  C45 1.096
54 H -0.8207 -0.7466 -3.6278  C46 1.094
55 H -0.5708 0.8600 -2.8988  C46 1.099
56 H 1.6333 1.1835 -3.4812  C48 1.104
57 H 2.1794 0.8317 -5.0929  C48 1.089
58 H 1.7009 -0.5042 -3.9842  C48 1.097
59 C -5.0702 1.7754 3.3748  O60 1.409, H65 1.096, H66 1.090, H67 1.095
60 O -4.2462 0.8404 2.7181  C59 1.409, C61 1.416
61 C -4.6110 -0.5087 2.9457  O60 1.416, C62 1.505, H68 1.100, H69 1.094
62 C -3.5769 -1.2349 3.7626  C61 1.505, O63 1.406, H70 1.100, H71 1.103
63 O -3.3566 -0.5349 4.9624  C62 1.406, C64 1.404
64 C -2.4350 -1.2166 5.7730  O63 1.404, H72 1.098, H73 1.086, H74 1.101
65 H -6.0773 1.8062 2.9421  C59 1.096
66 H -4.6134 2.7576 3.2510  C59 1.090
67 H -5.1332 1.5684 4.4478  C59 1.095
68 H -4.6403 -0.9721 1.9484  C61 1.100
69 H -5.6218 -0.6130 3.3505  C61 1.094
70 H -2.6253 -1.3000 3.2155  C62 1.100
71 H -3.9190 -2.2651 3.9567  C62 1.103
72 H -2.8085 -2.2098 6.0544  C64 1.098
73 H -2.2290 -0.6216 6.6573  C64 1.086
74 H -1.4863 -1.3536 5.2307  C64 1.101
75 C -2.1132 -3.9547 -6.8528  O76 1.411, H81 1.089, H82 1.098, H83 1.094
76 O -1.2860 -4.3945 -5.7970  C75 1.411, C77 1.397
77 C -0.1516 -3.5898 -5.6663  O76 1.397, C78 1.506, H84 1.098, H85 1.102
78 C 0.8281 -4.2493 -4.7318  C77 1.506, O79 1.402, H86 1.102, H87 1.094
79 O 0.2875 -4.6755 -3.5100  C78 1.402, C80 1.412
80 C 0.1135 -3.6511 -2.5537  O79 1.412, H88 1.097, H89 1.089, H90 1.097
81 H -2.9611 -4.6361 -6.9118  C75 1.089
82 H -1.5826 -3.9950 -7.8134  C75 1.098
83 H -2.4758 -2.9388 -6.6686  C75 1.094
84 H -0.4210 -2.5880 -5.3055  C77 1.098
85 H 0.3515 -3.4396 -6.6354  C77 1.102
86 H 1.6892 -3.5724 -4.6090  C78 1.102
87 H 1.2195 -5.1482 -5.2178  C78 1.094
88 H 1.0623 -3.1423 -2.3433  C80 1.097
89 H -0.2786 -4.1303 -1.6575  C80 1.089
90 H -0.6231 -2.8962 -2.8567  C80 1.097
91 C 1.4231 -2.8945 3.9380  O92 1.403, H93 1.099, H94 1.088, H95 1.099
92 O 1.1207 -3.8762 2.9817  C91 1.403, H96 0.967
93 H 0.6601 -2.8004 4.7233  C91 1.099
94 H 2.3738 -3.1442 4.4036  C91 1.088
95 H 1.4971 -1.8846 3.5108  C91 1.099
96 H 0.2368 -3.7044 2.6300  O92 0.967
97 C -2.6481 2.9775 -1.6878  O98 1.420, H99 1.105, H100 1.091, H101 1.094
98 O -3.7777 3.0388 -2.5462  C97 1.420, H102 0.960
99 H -2.8479 3.5090 -0.7401  C97 1.105
100 H -2.2788 1.9717 -1.4841  C97 1.091
101 H -1.8330 3.6020 -2.0652  C97 1.094
102 H -4.4263 2.4201 -2.2012  O98 0.960
103 C -2.4054 -3.5179 1.0162  O104 1.417, H105 1.094, H106 1.092, H107 1.095
104 O -1.5598 -3.6501 2.1458  C103 1.417, H108 0.962
105 H -3.4481 -3.3168 1.2775  C103 1.094
106 H -2.0826 -2.6733 0.4035  C103 1.092
107 H -2.3631 -4.3867 0.3509  C103 1.095
108 H -1.9872 -4.2862 2.7277  O104 0.962
109 C 4.0196 -0.1642 -1.8210  O110 1.421, H111 1.098, H112 1.091, H113 1.092
110 O 3.2182 -1.3277 -1.9739  C109 1.421, H114 0.962
111 H 4.5410 0.1311 -2.7408  C109 1.098
112 H 3.3413 0.6587 -1.5915  C109 1.091
113 H 4.7748 -0.2246 -1.0346  C109 1.092
114 H 3.8142 -2.0822 -1.9897  O110 0.962
115 C 0.3809 0.8466 6.1777  O116 1.418, H117 1.089, H118 1.096, H119 1.093
116 O 1.1185 -0.3649 6.1815  C115 1.418, H120 0.961
117 H -0.3347 0.7936 5.3585  C115 1.089
118 H -0.1833 0.9824 7.1071  C115 1.096
119 H 0.9994 1.7344 6.0230  C115 1.093
120 H 1.9135 -0.2444 6.7070  O116 0.961



The following is a quantum chemistry calculation of one molecule with the formula C5H9NSi, from the Open Molecules 2025 dataset.

Values from the calculation:
charge = 0
energy relative to the best compared isomer or geometry (same formula, charge and spin) = 123.99 kJ/mol
SMILES = Cn1cccc1[SiH3]
LUMO = 0.988 eV
gap between HOMO and LUMO = 8.835 eV
HOMO energy = -7.8475 eV

Each atom is followed by the atoms it is bonded to, with distances in Å.
Geometry (Å):
1 C -0.4106 0.8339 -1.7815  N2 1.419, H8 1.092, H9 1.093, H10 1.096
2 N 0.2555 -0.0060 -0.8520  C1 1.419, C3 1.330, C6 1.753
3 C 1.1861 -0.9372 -1.0444  N2 1.330, C4 1.370, H11 1.079
4 C 1.5429 -1.6071 0.0962  C3 1.370, C5 1.412, H12 1.073
5 C 0.7932 -1.1181 1.1877  C4 1.412, C6 1.351, H13 1.077
6 C -0.0741 -0.1335 0.8655  N2 1.753, C5 1.351, Si7 1.849
7 Si -1.3240 0.9673 1.6675  C6 1.849, H14 1.469, H15 1.469, H16 1.464
8 H -0.4147 1.8696 -1.4351  C1 1.092
9 H 0.1116 0.7897 -2.7411  C1 1.093
10 H -1.4487 0.5175 -1.9345  C1 1.096
11 H 1.5875 -1.0954 -2.0338  C3 1.079
12 H 2.2793 -2.3854 0.1534  C4 1.073
13 H 0.8903 -1.4862 2.1953  C5 1.077
14 H -0.7037 1.6716 2.7977  Si7 1.469
15 H -2.4558 0.1742 2.1642  Si7 1.469
16 H -1.8148 1.9451 0.6949  Si7 1.464



Results for max |F|: 1.343 5.388 (in eV Å⁻¹, following the order of the records).